{"formula": "C26H28N4O3", "method": "ωB97M-V with the def2-TZVPD basis set", "symbols": ["C", "C", "C", "C", "C", "C", "C", "C", "N", "C", "C", "O", "N", "C", "C", "C", "C", "C", "C", "C", "C", "O", "C", "C", "C", "O", "N", "C", "C", "C", "C", "C", "N", "H", "H", "H", "H", "H", "H", "H", "H", "H", "H", "H", "H", "H", "H", "H", "H", "H", "H", "H", "H", "H", "H", "H", "H", "H", "H", "H", "H"], "positions_angstrom": [[-4.9637, -2.8905, -0.6350], [-3.4385, -2.8964, -0.5167], [-2.9765, -2.0624, 0.6455], [-3.1769, -2.5101, 1.9465], [-2.7749, -1.7587, 3.0346], [-2.1518, -0.5372, 2.8415], [-1.9336, -0.0765, 1.5573], [-2.3452, -0.8318, 0.4670], [-2.1286, -0.3145, -0.8451], [-3.1929, 0.5173, -1.3947], [-2.9729, 1.9687, -0.9429], [-3.6230, 2.4863, -0.0598], [-1.9705, 2.5680, -1.6131], [-1.3268, 3.7667, -1.1029], [-0.2226, 3.3523, -0.1626], [1.0058, 2.9360, -0.6622], [1.9844, 2.4552, 0.1908], [1.7357, 2.3738, 1.5516], [0.5144, 2.7853, 2.0573], [-0.4618, 3.2715, 1.2032], [-0.9394, -0.3784, -1.4728], [-0.7313, 0.2045, -2.5285], [0.1346, -1.2051, -0.7850], [1.1486, -1.7247, -1.8099], [2.4998, -1.9747, -1.1694], [2.9264, -3.0779, -0.9202], [3.1619, -0.8099, -0.8993], [4.4044, -0.6205, -0.3093], [5.2242, -1.6604, 0.1290], [6.4393, -1.3258, 0.6957], [6.7977, 0.0111, 0.8101], [5.9089, 0.9634, 0.3432], [4.7440, 0.6614, -0.2034], [-5.2774, -3.5041, -1.4758], [-5.3349, -1.8800, -0.7891], [-5.4195, -3.2841, 0.2702], [-3.0010, -2.5226, -1.4438], [-3.0998, -3.9255, -0.3730], [-3.6535, -3.4670, 2.1019], [-2.9460, -2.1271, 4.0349], [-1.8368, 0.0555, 3.6862], [-1.4504, 0.8744, 1.3887], [-4.1482, 0.1607, -1.0100], [-3.1650, 0.4455, -2.4846], [-1.4235, 1.9930, -2.2471], [-0.9377, 4.3397, -1.9474], [-2.0862, 4.3489, -0.5772], [1.1946, 2.9923, -1.7252], [2.9462, 2.1443, -0.1927], [2.4983, 1.9908, 2.2136], [0.3184, 2.7251, 3.1180], [-1.4200, 3.5834, 1.5927], [0.6239, -0.5394, -0.0656], [-0.3092, -2.0269, -0.2243], [0.7922, -2.6593, -2.2434], [1.2439, -0.9842, -2.6081], [2.7146, 0.0616, -1.1574], [4.9070, -2.6830, 0.0200], [7.1031, -2.1026, 1.0459], [7.7387, 0.3031, 1.2480], [6.1291, 2.0213, 0.4042]], "gap_ev": 9.66}

{"formula": "C26H28N4O3", "method": "ωB97M-V with the def2-TZVPD basis set", "symbols": ["C", "O", "C", "C", "C", "C", "C", "C", "C", "C", "C", "O", "N", "C", "C", "N", "C", "C", "N", "C", "C", "C", "C", "C", "C", "C", "C", "C", "O", "C", "N", "C", "C", "H", "H", "H", "H", "H", "H", "H", "H", "H", "H", "H", "H", "H", "H", "H", "H", "H", "H", "H", "H", "H", "H", "H", "H", "H", "H", "H", "H"], "positions_angstrom": [[-0.3606, -0.1243, 7.5381], [-0.2845, 0.1336, 6.1562], [-0.0993, -0.9023, 5.2973], [0.0275, -2.2507, 5.6997], [0.2117, -3.2313, 4.7685], [0.2819, -2.9390, 3.3901], [0.4696, -3.9334, 2.4171], [0.5230, -3.5317, 1.1019], [0.6877, -4.1498, -0.1723], [0.6456, -3.1479, -1.0903], [0.7498, -3.2272, -2.5652], [0.8431, -4.2886, -3.1545], [0.7580, -2.0183, -3.1574], [0.6739, -1.8152, -4.5802], [-0.5228, -0.8973, -4.8723], [-0.5000, 0.2227, -3.9486], [-1.8021, 0.7751, -3.6350], [-1.6562, 1.7548, -2.4734], [-0.7610, 2.8268, -2.8622], [-0.7092, 3.9243, -1.9034], [-0.1770, 3.5454, -0.5424], [1.1855, 3.6009, -0.2740], [1.6814, 3.1909, 0.9509], [0.8208, 2.7202, 1.9272], [-0.5388, 2.6689, 1.6741], [-1.0322, 3.0778, 0.4481], [0.5395, 2.2801, -3.1937], [0.3910, 1.2940, -4.3491], [0.4623, -1.9185, -0.5051], [0.3852, -2.1335, 0.8210], [0.2078, -1.1828, 1.6903], [0.1541, -1.5710, 2.9828], [-0.0359, -0.5825, 3.9588], [-1.2063, -0.7753, 7.7818], [0.5648, -0.5689, 7.9180], [-0.5099, 0.8464, 8.0082], [-0.0204, -2.5151, 6.7443], [0.3078, -4.2614, 5.0814], [0.5668, -4.9713, 2.7022], [0.8202, -5.1903, -0.3859], [0.5586, -1.1892, -2.6109], [0.5528, -2.7885, -5.0598], [1.6034, -1.3605, -4.9404], [-1.4424, -1.4608, -4.6983], [-0.5074, -0.5817, -5.9272], [-2.4721, -0.0363, -3.3412], [-2.2409, 1.3023, -4.4998], [-2.6326, 2.1834, -2.2360], [-1.2847, 1.2050, -1.5918], [-0.0821, 4.7044, -2.3456], [-1.7273, 4.3140, -1.8103], [1.8630, 3.9765, -1.0285], [2.7434, 3.2401, 1.1439], [1.2109, 2.4014, 2.8824], [-1.2208, 2.3117, 2.4318], [-2.0961, 3.0415, 0.2598], [1.1963, 3.0989, -3.4970], [0.9971, 1.7559, -2.3369], [1.3688, 0.8774, -4.5964], [0.0012, 1.8283, -5.2335], [-0.1316, 0.4419, 3.6429]], "gap_ev": 7.76}

{"formula": "C26H28N5O2SbSe4W", "method": "ωB97M-V with the def2-TZVPD basis set", "symbols": ["W", "C", "C", "N", "N", "C", "O", "C", "C", "C", "C", "C", "C", "C", "C", "C", "C", "C", "N", "H", "H", "H", "H", "H", "H", "H", "H", "H", "H", "H", "H", "C", "C", "C", "C", "C", "C", "C", "H", "H", "H", "H", "H", "H", "H", "H", "Se", "Sb", "Se", "Se", "Se", "N", "C", "N", "C", "C", "O", "C", "C", "H", "H", "H", "H", "H", "H", "H", "H"], "positions_angstrom": [[0.6500, 0.3279, -0.6719], [-0.4101, 3.6651, 2.1626], [-0.1060, 2.8156, 0.9845], [0.0888, 1.5542, 1.0117], [-0.1163, 0.8482, 2.1862], [0.4951, -0.2847, 2.0912], [1.2693, -0.5308, 1.0299], [0.3489, -1.3368, 3.1011], [0.4894, -2.6731, 2.7407], [0.3190, -3.6628, 3.6950], [0.0340, -3.3177, 5.0096], [-0.1007, -1.9822, 5.3708], [0.0515, -0.9899, 4.4183], [-0.0753, 3.3487, -0.4018], [-0.2582, 4.6900, -0.6614], [-0.4056, 5.1080, -1.9823], [-0.4041, 4.1508, -2.9751], [-0.1788, 2.8194, -2.6392], [0.0387, 2.4145, -1.3831], [-0.4009, 3.0735, 3.0721], [-1.3887, 4.1357, 2.0532], [0.3353, 4.4592, 2.2413], [0.7130, -2.9357, 1.7156], [0.4122, -4.7047, 3.4198], [-0.0827, -4.0927, 5.7556], [-0.3203, -1.7192, 6.3966], [-0.0498, 0.0524, 4.6888], [-0.3024, 5.3969, 0.1543], [-0.5447, 6.1553, -2.2143], [-0.5722, 4.4084, -4.0114], [-0.1808, 2.0737, -3.4167], [4.1381, -0.5257, 1.2757], [3.9562, 0.0950, -0.0797], [3.2529, 1.3007, -0.2517], [3.3004, 1.9675, -1.4853], [3.9783, 1.4302, -2.5629], [4.5814, 0.1878, -2.4190], [4.5649, -0.4686, -1.1940], [3.8200, -1.5692, 1.2787], [3.5858, 0.0081, 2.0456], [5.1948, -0.5069, 1.5476], [2.9048, 1.8466, 0.6188], [2.8743, 2.9620, -1.5585], [4.0410, 1.9684, -3.4990], [5.1005, -0.2607, -3.2572], [5.0800, -1.4141, -1.0878], [4.5942, -4.1607, -1.8920], [2.3588, -4.0659, -2.3682], [1.0484, -1.8824, -1.6164], [0.7498, -5.4135, -3.2763], [0.7984, -0.1191, -3.0927], [-1.2889, -0.2597, -0.5480], [-2.3267, -0.5893, -0.9729], [-3.4510, -1.0137, -1.4250], [-4.7119, -0.2330, -1.3998], [-5.7622, -1.0695, -0.6968], [-5.9023, -2.3229, -1.3388], [-4.7190, -3.0908, -1.2487], [-3.5706, -2.3960, -1.9567], [-5.0026, -0.0511, -2.4348], [-4.5343, 0.7135, -0.8940], [-6.7278, -0.5705, -0.7435], [-5.4907, -1.2120, 0.3561], [-4.9183, -4.0436, -1.7357], [-4.4653, -3.2779, -0.1980], [-3.7745, -2.3180, -3.0254], [-2.6242, -2.9122, -1.8053]], "total_charge": 2, "gap_ev": [5.95, 5.96]}

{"formula": "C26H28N6O3", "method": "ωB97M-V with the def2-TZVPD basis set", "symbols": ["C", "C", "C", "C", "C", "C", "N", "N", "N", "N", "C", "C", "C", "C", "C", "C", "C", "N", "C", "C", "O", "C", "C", "C", "C", "N", "C", "C", "C", "C", "C", "C", "O", "C", "O", "H", "H", "H", "H", "H", "H", "H", "H", "H", "H", "H", "H", "H", "H", "H", "H", "H", "H", "H", "H", "H", "H", "H", "H", "H", "H", "H", "H"], "positions_angstrom": [[2.8483, -1.7378, -0.4185], [1.5797, -0.9600, -0.4012], [1.2186, 0.1162, -1.1625], [-0.0586, 0.5408, -0.7272], [-0.8793, 1.6729, -1.2786], [0.0196, 2.6231, -1.9993], [0.3556, 2.6361, -3.2690], [1.1906, 3.6552, -3.4319], [1.3883, 4.2674, -2.3436], [0.6636, 3.6580, -1.3985], [0.6523, 4.1012, -0.0327], [1.2104, 3.0573, 0.9013], [2.4339, 2.4623, 0.6232], [2.9484, 1.4972, 1.4686], [2.2523, 1.1281, 2.6065], [1.0399, 1.7297, 2.8961], [0.5165, 2.6846, 2.0429], [-1.9935, 1.1682, -2.0684], [-2.8751, 2.2150, -2.5545], [-4.1195, 1.5533, -3.1491], [-3.7885, 0.6811, -4.2001], [-2.8857, -0.3077, -3.7596], [-1.6134, 0.3084, -3.1803], [-0.4383, -0.2888, 0.2984], [-1.7207, -0.2986, 1.0516], [0.5648, -1.2051, 0.4924], [0.5500, -2.2399, 1.4434], [0.3443, -1.9459, 2.7848], [0.3191, -2.9439, 3.7548], [0.5132, -4.2358, 3.3316], [0.7186, -4.5362, 1.9827], [0.7362, -3.5620, 1.0177], [0.8749, -5.8865, 1.8373], [0.7610, -6.4326, 3.1345], [0.5393, -5.3920, 4.0626], [3.6386, -1.1238, -0.8428], [3.1314, -2.0366, 0.5895], [2.7617, -2.6371, -1.0291], [1.7974, 0.5499, -1.9538], [-1.3304, 2.2183, -0.4354], [-0.3724, 4.3628, 0.2545], [1.2669, 5.0070, -0.0076], [2.9821, 2.7560, -0.2601], [3.8964, 1.0347, 1.2404], [2.6558, 0.3754, 3.2675], [0.4992, 1.4602, 3.7923], [-0.4333, 3.1482, 2.2702], [-3.1686, 2.8567, -1.7186], [-2.3912, 2.8316, -3.3299], [-4.7914, 2.3032, -3.5707], [-4.6419, 0.9981, -2.3536], [-2.6549, -0.9196, -4.6327], [-3.3676, -0.9313, -2.9901], [-0.9595, -0.4795, -2.8051], [-1.0857, 0.8752, -3.9607], [-2.5206, 0.0254, 0.3901], [-1.6840, 0.3811, 1.9046], [-1.9450, -1.2975, 1.4195], [0.2109, -0.9174, 3.0761], [0.1598, -2.7160, 4.7950], [0.8729, -3.8027, -0.0220], [1.6896, -6.9658, 3.3931], [-0.0833, -7.1396, 3.1640]], "gap_ev": 8.35}

| no. | E (eV) |
| --- | --- |
| 1 | -39521.8671 |
| 2 | -39519.6661 |
| 3 | -308695.9438 |
| 4 | -42497.9014 |